Record 1
8
Properties=species:S:1:pos:R:3:forces:R:3:mulliken_charge:R:1 method="wB97M-V/def2-TZVPD" spin_multiplicity=1 smiles=Oc1conn1 e_tot_ev=-9179.042 max_force_ev_per_a=2.1 e_lumo_ev=0.37
O -1.75599 -0.45611 -0.09089 -0.2 1.2 0.8 -0.481
C -0.41345 -0.30038 0.02045 0.2 -1.6 -0.7 0.358
C 0.39306 0.74957 -0.03112 1.3 -0.1 0.2 -0.153
O 1.67767 0.33726 -0.04173 -0.3 -0.4 0.0 -0.141
N 1.64339 -1.08243 -0.04026 -1.9 0.8 0.2 -0.118
N 0.42042 -1.41412 0.00101 0.5 0.0 0.0 -0.214
H -2.19072 0.38864 0.20625 0.6 -1.3 -0.5 0.331
H 0.22562 1.77758 -0.02371 -0.2 1.4 -0.1 0.418

Record 2
32
Properties=species:S:1:pos:R:3:forces:R:3:mulliken_charge:R:1 method="wB97M-V/def2-TZVPD" spin_multiplicity=1 smiles=COc1ccc(-c2cc(C)nc3nc(N)nn23)cc1 e_tot_ev=-23190.267 max_force_ev_per_a=1.4 e_lumo_ev=0.30
C -5.36016 -1.06946 0.31347 -0.1 -0.2 0.1 -0.835
O -4.68445 0.05837 -0.18971 0.3 0.3 -0.1 -0.452
C -3.32948 0.09352 -0.11620 0.1 0.1 0.0 0.928
C -2.71981 1.23597 -0.64268 -0.2 -0.1 0.1 -0.655
C -1.35268 1.37644 -0.61345 0.0 -0.1 0.0 -0.632
C -0.54197 0.37783 -0.06479 -0.3 -0.3 0.0 0.348
C 0.90941 0.54583 -0.02124 0.1 0.5 0.0 1.247
C 1.53116 1.77927 0.07285 -0.1 -0.3 0.0 -1.212
C 2.93029 1.87333 0.10921 0.0 -0.1 -0.1 0.742
C 3.59978 3.20541 0.21499 0.0 0.0 0.0 -1.156
N 3.71227 0.81499 0.05411 0.5 0.5 0.1 -0.627
C 3.13458 -0.36586 -0.03151 -0.8 -0.4 0.0 0.401
N 3.69119 -1.55808 -0.10933 0.5 -0.3 0.0 -0.765
C 2.64612 -2.40080 -0.18334 -0.3 1.0 0.2 0.313
N 2.80368 -3.74480 -0.20788 0.0 -0.4 0.0 -0.429
N 1.44607 -1.81989 -0.16323 -0.5 -1.2 -0.1 -1.429
N 1.73439 -0.51880 -0.06160 1.2 0.6 0.0 0.821
C -1.15459 -0.76393 0.44551 0.1 0.2 0.0 -0.747
C -2.52906 -0.90621 0.42803 -0.4 0.0 0.0 -0.461
H -5.07016 -1.98137 -0.21785 0.0 0.0 0.0 0.336
H -5.18135 -1.19968 1.38549 0.0 0.0 -0.1 0.341
H -6.41870 -0.87692 0.14638 0.1 -0.1 0.0 0.242
H -3.34910 1.99871 -1.07328 -0.1 0.1 -0.1 0.429
H -0.90476 2.25865 -1.04451 0.0 0.1 0.0 0.390
H 0.93484 2.67363 0.14105 -0.1 0.0 0.0 0.484
H 4.67602 3.06631 0.22974 0.0 0.0 0.0 0.372
H 3.28708 3.71236 1.12623 0.0 0.1 0.1 0.322
H 3.32702 3.83299 -0.63174 0.0 0.1 0.0 0.314
H 2.01921 -4.28038 -0.53746 0.1 0.0 0.0 0.260
H 3.72354 -4.06396 -0.45944 -0.1 0.0 0.0 0.254
H -0.54655 -1.55065 0.86166 0.0 0.0 0.0 0.460
H -2.96384 -1.80283 0.84053 -0.1 -0.1 0.0 0.394

Record 3
53
Properties=species:S:1:pos:R:3:forces:R:3:mulliken_charge:R:1 method="wB97M-V/def2-TZVPD" spin_multiplicity=1 total_charge=+3 e_tot_ev=-48818.905 max_force_ev_per_a=0.4 e_lumo_ev=-11.28
Au 0.66420 -0.18423 0.40344 0.1 -0.3 -0.1 0.981
C 3.57194 -0.09056 1.09851 0.0 0.0 0.0 -0.495
C 3.39294 -0.89117 -0.17295 0.0 0.0 0.0 -0.684
N 2.06630 -1.59717 -0.16797 -0.1 0.3 -0.1 -0.274
C 1.99393 -2.90154 0.56817 0.0 0.0 0.1 -0.739
C 2.04604 -2.83461 2.09035 0.0 0.0 0.0 -0.610
S 0.84976 -1.69475 2.85197 0.0 0.1 0.2 -0.026
C 1.92114 -0.43274 3.61768 0.0 0.0 0.0 -0.785
C 2.08250 0.88184 2.85501 0.0 0.0 0.0 -0.642
N 2.33685 0.71200 1.38643 0.0 0.1 0.1 -0.381
H 4.43305 0.57248 1.01179 0.0 0.0 0.0 0.470
H 3.75172 -0.73935 1.94789 0.0 0.0 0.0 0.187
H 4.19095 -1.62577 -0.29340 0.0 0.0 0.0 0.418
H 3.39967 -0.24029 -1.04793 0.0 0.0 0.0 0.367
H 1.83553 -1.82113 -1.13617 0.0 0.0 0.0 0.403
H 2.82101 -3.51594 0.20321 0.0 0.0 0.0 0.453
H 1.06805 -3.37735 0.24386 0.0 0.0 0.0 0.383
H 3.04296 -2.62195 2.47100 0.0 0.0 0.0 0.408
H 1.79511 -3.83291 2.45018 0.0 0.0 0.0 0.534
H 2.87670 -0.89532 3.85937 0.0 0.0 0.0 0.471
H 1.46017 -0.19601 4.57675 0.0 0.0 0.0 0.486
H 2.91177 1.44882 3.28633 0.0 0.0 0.0 0.419
H 1.18196 1.48834 2.95055 0.0 0.0 0.0 0.332
H 2.46980 1.64468 1.00079 0.0 0.0 0.0 0.354
C -2.38889 1.41815 -2.98776 0.0 0.0 0.0 -1.283
N -1.60630 0.26189 -2.52695 0.0 0.1 0.0 0.158
C -0.28689 0.13616 -3.14374 0.0 0.0 0.0 -0.971
C -2.05441 -0.56534 -1.58792 0.1 0.0 0.1 0.604
S -0.94927 -1.52896 -0.58802 -0.1 0.1 -0.1 -0.261
N -3.34016 -0.80520 -1.41003 0.0 0.0 0.1 0.001
C -3.89226 -1.37130 -0.16478 0.0 0.0 0.0 -1.074
C -4.31027 -0.72137 -2.51812 0.0 -0.1 0.0 -1.175
H -1.71605 2.27422 -3.03732 0.0 0.0 0.0 0.437
H -3.19000 1.63283 -2.28621 0.0 0.0 0.0 0.412
H -2.80574 1.25381 -3.98057 0.0 0.0 0.0 0.406
H -0.37599 0.43432 -4.18683 0.0 0.0 0.0 0.446
H 0.05422 -0.89485 -3.11263 0.0 0.0 0.0 0.371
H 0.44019 0.79352 -2.65930 0.0 0.0 0.0 0.223
H -3.33278 -1.01860 0.69558 0.0 0.0 0.0 0.373
H -3.88140 -2.46024 -0.19789 0.0 0.0 0.0 0.391
H -4.92258 -1.03332 -0.08300 0.0 0.0 0.0 0.412
H -3.79220 -0.69553 -3.47126 0.0 0.0 0.0 0.417
H -4.95775 0.14755 -2.41208 0.0 0.0 0.0 0.391
H -4.92046 -1.62208 -2.47807 0.0 0.0 0.0 0.431
C 0.23287 3.24476 0.05192 0.0 0.0 0.0 -1.332
C -0.79361 2.46612 0.80711 -0.1 0.0 0.0 1.121
N -1.77517 3.10985 1.39340 0.0 0.0 0.0 -0.338
O -0.76657 1.19826 0.93205 0.1 -0.1 0.0 -0.784
H -0.21130 4.10939 -0.44017 0.0 0.0 0.0 0.500
H 0.71511 2.62296 -0.69976 0.0 0.0 0.0 0.249
H 0.97798 3.63081 0.75269 0.0 0.0 0.0 0.342
H -1.86259 4.11415 1.32712 0.0 0.0 0.0 0.238
H -2.45176 2.61266 1.95770 0.0 0.0 0.0 0.264

Record 4
120
Properties=species:S:1:pos:R:3:forces:R:3:mulliken_charge:R:1 method="wB97M-V/def2-TZVPD" spin_multiplicity=2 e_tot_ev=-62151.871 max_force_ev_per_a=1.3 e_lumo_ev="0.62 / 0.62"
C -2.63832 1.56645 -1.46176 0.1 0.2 0.0 -2.046
C -2.89829 0.67603 -0.24718 -0.1 0.2 0.5 2.148
C -4.13375 1.21290 0.48735 0.3 0.0 -0.2 -2.105
C -1.68275 0.70786 0.71185 -0.1 -0.1 0.0 -1.269
C -1.03265 -0.64865 0.94573 -0.1 -0.2 0.1 0.773
C 0.25056 -0.55779 1.79042 -0.2 0.1 0.2 -1.662
C 1.18902 0.62057 1.53230 -0.1 0.1 -0.1 -1.304
C 1.76971 0.70775 0.12327 0.2 0.0 0.1 1.729
C 2.92916 1.71508 -0.00076 -0.3 -0.2 -0.3 -1.595
C 4.12341 1.20611 -0.83177 0.3 0.1 0.4 0.548
C 5.31411 0.79674 0.04759 -0.3 0.0 0.2 -1.691
C 5.11009 -0.58861 0.66598 0.3 -0.1 -0.1 -0.025
C 5.35326 -1.73593 -0.33701 -0.2 -0.2 0.6 -0.687
Si 4.40048 -3.32633 0.03432 -0.2 0.2 -0.2 -0.122
C 5.26304 -4.81566 -0.70445 0.0 0.0 -0.1 -1.233
C 2.72412 -3.15144 -0.80877 0.1 -0.1 0.4 -0.599
C 4.07084 -3.52235 1.87403 -0.1 -0.1 -0.1 0.311
C 5.00445 -3.19731 2.85568 0.2 0.0 -0.1 -0.081
C 4.71367 -3.33340 4.20197 0.1 0.0 0.1 -0.695
C 3.47184 -3.80009 4.60033 0.1 0.0 0.2 -0.423
C 2.53362 -4.14120 3.64749 -0.2 -0.1 -0.1 -0.647
C 2.83299 -4.00388 2.30240 -0.1 0.0 -0.1 -0.162
C -0.81997 -1.36964 -0.37430 0.0 0.5 0.0 -0.328
C -2.12909 -1.63535 -1.12945 0.1 -0.7 0.3 2.047
C -2.63554 -3.07662 -0.84096 -0.3 0.3 0.0 -1.574
C -1.87321 -1.48414 -2.62756 0.2 -0.2 -0.2 -2.102
N -3.21208 -0.71897 -0.66081 0.5 0.5 -1.0 0.626
O -4.28393 -0.83118 -1.34262 -0.3 -0.1 0.3 -0.660
H -3.49016 1.56148 -2.14062 0.0 -0.1 -0.1 0.428
H -1.72384 1.30536 -1.99546 0.0 -0.1 0.0 0.271
H -2.51255 2.58806 -1.09475 0.0 0.0 0.0 0.458
H -4.47370 0.47424 1.21346 -0.1 0.0 0.0 0.497
H -4.92462 1.45277 -0.21919 -0.2 -0.2 0.1 0.421
H -3.85832 2.12315 1.01921 0.0 0.0 0.0 0.507
H -0.95535 1.41496 0.31124 0.1 0.0 0.0 0.365
H -2.00129 1.10689 1.67729 0.0 0.1 0.0 -0.009
H -1.75156 -1.24096 1.52703 0.0 -0.1 0.0 0.453
H 0.81283 -1.49286 1.69773 0.0 0.0 0.0 0.106
H -0.05734 -0.49795 2.83974 0.1 0.0 0.0 0.515
H 0.67561 1.55394 1.78294 0.0 0.0 0.0 0.325
H 2.02678 0.54816 2.23247 0.0 -0.1 0.1 0.778
H 1.00000 0.96865 -0.60482 -0.1 -0.1 0.0 0.282
H 2.12670 -0.28550 -0.16135 0.0 -0.1 0.0 -0.853
H 3.26551 1.98587 1.00158 0.1 0.1 0.0 0.563
H 2.53782 2.61303 -0.48145 0.0 0.1 0.2 0.375
H 3.81543 0.32912 -1.40284 -0.1 0.1 -0.3 -0.620
H 4.43748 1.99015 -1.52152 0.0 -0.1 -0.1 0.649
H 6.25662 0.81240 -0.50346 0.0 0.0 -0.1 0.370
H 5.40340 1.53234 0.85246 0.1 0.0 0.0 0.499
H 5.80928 -0.72126 1.49452 -0.1 0.0 0.1 0.469
H 4.11315 -0.65385 1.11315 -0.1 0.0 0.0 -0.032
H 6.42415 -1.94797 -0.37005 0.0 0.1 -0.2 0.403
H 5.01813 -1.44293 -1.33517 0.2 0.0 -0.1 0.318
H 6.00440 -5.27305 -0.05070 0.1 0.1 0.0 0.354
H 5.75958 -4.51112 -1.62971 0.1 0.0 0.0 0.344
H 4.53623 -5.58337 -0.97588 0.0 0.0 0.1 0.335
H 2.19215 -4.10379 -0.84848 0.0 0.0 -0.1 0.673
H 2.82624 -2.74944 -1.81721 0.0 0.0 -0.1 0.215
H 2.10444 -2.47328 -0.21990 -0.1 0.1 -0.1 -0.310
H 5.98040 -2.82307 2.56949 0.0 0.0 0.0 0.333
H 5.45870 -3.07025 4.94100 0.0 0.0 0.0 0.389
H 3.24187 -3.89512 5.65269 0.0 0.0 0.0 0.391
H 1.55877 -4.50478 3.94296 0.0 0.0 0.0 0.397
H 2.07805 -4.27717 1.57408 0.0 0.0 0.0 0.326
H -0.16516 -0.75363 -0.99574 0.0 -0.1 0.0 -1.459
H -0.30323 -2.31075 -0.19367 0.1 -0.1 -0.1 0.830
H -3.62487 -3.04371 -0.38836 0.0 0.0 0.0 0.368
H -2.73355 -3.64914 -1.76155 0.1 -0.1 0.0 0.377
H -1.97210 -3.60575 -0.15985 0.1 0.0 0.0 0.358
H -1.27518 -0.60448 -2.86457 -0.2 0.1 0.0 0.248
H -2.79009 -1.49203 -3.21389 -0.1 0.1 0.1 0.443
H -1.28141 -2.34723 -2.94496 0.0 0.0 0.0 0.557
C 2.86104 1.83703 -8.52921 0.0 0.0 0.0 -0.710
O 2.40891 0.51025 -8.35556 0.0 0.1 0.1 -0.349
C 3.41867 -0.41558 -7.97692 0.0 -0.1 -0.1 -0.801
C 3.19236 -0.92122 -6.56991 -0.1 0.1 0.1 -0.209
N 3.41117 0.13342 -5.59015 -0.1 -0.1 -0.1 -0.221
C 3.02987 -0.21478 -4.22762 0.0 0.1 0.0 -1.025
C 1.56076 -0.51193 -3.94011 0.0 -0.2 0.2 0.588
O 0.70287 0.60625 -4.06200 0.0 0.0 -0.1 -0.337
C 0.20733 0.85408 -5.36528 -0.1 0.1 0.1 -0.816
H 2.03005 2.40865 -8.93826 0.0 0.0 0.0 0.243
H 3.17409 2.29764 -7.58553 0.0 0.0 0.0 0.293
H 3.69799 1.88312 -9.23283 0.0 0.0 0.0 0.351
H 4.40970 0.03908 -8.06708 0.0 0.0 0.1 0.426
H 3.36936 -1.26162 -8.66798 0.0 0.0 0.0 0.405
H 3.89345 -1.73759 -6.37102 0.0 0.0 0.0 0.329
H 2.17528 -1.33677 -6.52931 0.0 -0.1 0.0 0.179
H 2.89330 0.95530 -5.87486 0.0 0.0 0.0 0.204
H 3.32512 0.61381 -3.58115 0.0 0.0 0.0 0.321
H 3.61716 -1.08689 -3.91698 0.0 0.0 0.0 0.301
H 1.49550 -0.82308 -2.89143 0.0 0.0 0.0 -0.389
H 1.17879 -1.35012 -4.53631 0.0 0.0 -0.1 0.389
H 0.08905 -0.07298 -5.93231 0.0 0.0 0.0 0.370
H 0.85110 1.53528 -5.92917 0.0 -0.1 0.0 0.251
H -0.76950 1.32661 -5.25929 0.0 0.0 0.0 0.300
C -3.66683 1.85591 4.29215 0.0 0.0 -0.1 -0.757
O -4.73175 2.49298 3.61794 0.1 -0.1 0.2 -0.330
C -5.94163 1.74433 3.58830 -0.1 0.0 -0.2 -0.761
C -7.01446 2.41007 4.42035 0.1 0.1 0.1 -0.258
N -6.70161 2.33773 5.84053 0.0 0.1 -0.1 -0.311
C -7.58446 3.11565 6.70191 0.1 -0.1 0.1 -0.702
C -7.59305 4.63042 6.53734 -0.1 0.0 0.0 -0.469
O -6.38368 5.25872 6.91448 0.1 0.0 0.0 -0.430
C -5.39495 5.34355 5.90744 0.0 0.1 0.1 -0.509
H -2.77311 2.45537 4.12279 0.0 0.0 0.0 0.231
H -3.83946 1.78247 5.37156 0.0 0.0 0.0 0.351
H -3.49296 0.84868 3.89807 0.0 0.0 0.0 0.335
H -5.77327 0.71619 3.92192 0.0 0.0 0.1 0.417
H -6.27590 1.70994 2.54771 0.0 0.0 0.0 0.359
H -7.96586 1.89979 4.24272 0.0 0.0 0.0 0.386
H -7.11561 3.44317 4.05886 -0.1 0.0 -0.1 0.200
H -5.74921 2.64917 5.98186 0.0 0.0 0.0 0.078
H -7.30828 2.89863 7.73652 0.0 0.0 0.0 0.374
H -8.60736 2.75024 6.56362 0.0 0.0 0.0 0.404
H -8.35841 5.02778 7.20887 0.0 0.0 0.0 0.348
H -7.87305 4.93419 5.52102 0.0 0.0 0.0 0.340
H -5.84077 5.43791 4.91331 0.0 0.0 0.0 0.264
H -4.72396 4.47920 5.91077 0.0 0.0 -0.1 0.154
H -4.79797 6.23286 6.10904 0.0 0.0 0.0 0.319

Record 5
11
Properties=species:S:1:pos:R:3:forces:R:3:mulliken_charge:R:1 method="wB97M-V/def2-TZVPD" spin_multiplicity=1 smiles="C#CCC(N)=O" e_tot_ev=-7765.167 max_force_ev_per_a=0.6 e_lumo_ev=0.85
C 2.31749 0.38032 -0.36817 -0.4 -0.2 0.1 0.175
C 1.34030 -0.28207 -0.13487 0.4 0.4 -0.1 -0.450
C 0.11140 -1.04135 0.07128 0.0 0.0 0.0 -0.551
C -1.19042 -0.22876 0.09134 -0.2 -0.1 -0.1 0.390
N -1.15011 1.13538 0.16920 -0.2 -0.1 -0.1 -0.368
O -2.23674 -0.82212 -0.07759 0.1 0.1 0.0 -0.594
H 3.17168 0.97992 -0.58891 -0.1 -0.1 0.1 0.404
H 0.15844 -1.67965 0.96103 0.0 0.2 0.0 0.272
H -0.03668 -1.73234 -0.76654 0.1 0.1 0.1 0.263
H -2.03361 1.57812 -0.03543 0.0 0.0 0.3 0.240
H -0.46335 1.68256 0.66293 0.2 -0.3 -0.3 0.220

Record 6
49
Properties=species:S:1:pos:R:3:forces:R:3:mulliken_charge:R:1 method="wB97M-V/def2-TZVPD" spin_multiplicity=2 total_charge=+4 e_tot_ev=-31557.093 max_force_ev_per_a=0.7 e_lumo_ev="-15.02 / -15.99"
Re -0.23372 -0.56140 -0.14170 0.1 -0.1 -0.4 0.679
N -0.18015 -0.81338 4.32974 0.5 0.0 0.4 0.126
C -0.62939 -0.73670 3.09514 0.3 0.1 -0.7 -0.268
N 0.16441 -0.64307 2.01611 -0.4 0.0 0.4 -0.357
C 1.54621 -0.65028 2.26390 -0.2 0.0 0.2 0.611
N 2.38094 -0.66716 1.23853 0.0 0.0 0.0 -1.219
N 1.70788 -0.69121 0.07607 0.3 0.0 -0.2 0.786
C 2.41699 -0.84570 -1.04999 0.1 0.0 0.2 0.118
C 1.72547 -0.88043 -2.28968 -0.1 0.0 0.1 0.565
C 2.39386 -1.07367 -3.48754 0.0 0.0 -0.1 -0.723
C 1.65491 -1.10208 -4.68290 0.0 0.0 0.0 -0.420
C 0.29485 -0.91723 -4.61038 0.0 0.0 0.0 -0.797
C -0.32609 -0.72907 -3.35435 0.2 0.0 0.0 0.287
N 0.35026 -0.71854 -2.21351 -0.3 0.0 -0.2 -0.046
C 2.07676 -0.67082 3.59414 0.3 0.0 -0.3 0.746
C 3.44734 -0.61132 3.87984 0.0 0.0 -0.1 -0.402
C 3.86094 -0.66296 5.19227 0.1 0.0 -0.1 -0.747
C 2.92902 -0.80018 6.24541 -0.2 0.0 0.1 -0.481
C 1.57497 -0.85912 5.99292 0.1 0.0 0.2 -0.910
C 1.16143 -0.78309 4.66973 -0.6 0.0 0.1 0.349
H -0.86060 -0.87384 5.08707 0.0 0.0 0.0 0.363
H -1.70156 -0.73729 2.97232 0.0 0.0 0.0 0.429
H 3.49863 -0.94372 -0.97366 0.0 0.0 0.0 0.539
H 3.47128 -1.19742 -3.49352 0.0 0.0 0.0 0.517
H 2.14975 -1.26024 -5.63382 0.0 0.0 0.0 0.510
H -0.31854 -0.90986 -5.50364 0.0 0.0 0.0 0.458
H -1.39705 -0.57735 -3.30762 0.0 0.0 0.0 0.535
H 4.16504 -0.52449 3.07645 0.0 0.0 0.0 0.516
H 4.91662 -0.60009 5.42395 0.0 0.0 0.0 0.485
H 3.28322 -0.86067 7.26723 0.0 0.0 0.0 0.470
H 0.85903 -0.96201 6.79998 0.0 0.0 0.0 0.454
N -1.39138 -2.33664 0.03531 0.0 0.0 0.1 -0.565
C -2.75466 -1.74003 0.29236 -0.1 -0.1 0.0 -0.779
C -2.92677 -0.52629 -0.64430 -0.1 0.0 0.3 0.373
C -3.32290 0.82934 -0.05026 0.0 -0.1 0.0 -0.888
C -2.23776 1.50250 0.77462 -0.1 0.2 -0.1 -0.555
N -0.90401 1.45846 0.04104 0.0 -0.1 0.2 -0.664
H -1.42252 -2.86518 -0.83874 0.0 -0.1 0.0 0.385
H -1.14486 -3.01429 0.75770 0.0 0.0 0.0 0.302
H -2.80678 -1.43962 1.33454 0.1 0.0 0.1 0.200
H -3.51819 -2.50247 0.13997 0.0 0.0 -0.1 0.468
H -3.64681 -0.78252 -1.42370 0.1 0.0 -0.1 0.593
H -1.98903 -0.39008 -1.24638 -0.1 0.0 -0.1 -0.196
H -4.22154 0.73280 0.56313 0.0 0.0 0.0 0.353
H -3.60392 1.48854 -0.87452 0.0 0.0 0.0 0.432
H -2.08498 1.03998 1.74549 0.0 -0.1 0.0 0.124
H -2.49925 2.54558 0.95864 0.1 0.0 0.0 0.485
H -0.24263 2.06262 0.53389 0.0 0.0 0.0 0.399
H -1.03420 1.89452 -0.87479 0.0 0.1 0.0 0.359